{"formula": "C17H21ClNO2", "method": "ωB97M-V/def2-TZVPD", "homo_lumo_gap_ev": 8.8, "max_force_ev_per_a": 12.80, "multiplicity": 1, "smiles": "C[N@H+](CCOc1ccc(Cl)cc1)C[C@@H](O)c1ccccc1", "total_charge": 1, "elements": ["Cl", "O", "O", "N", "C", "C", "C", "C", "C", "C", "C", "C", "C", "C", "C", "C", "C", "C", "C", "C", "C", "H", "H", "H", "H", "H", "H", "H", "H", "H", "H", "H", "H", "H", "H", "H", "H", "H", "H", "H", "H", "H"], "xyz": [[1.7453, -3.7361, 3.2617], [0.5933, -0.9541, -0.0795], [0.0516, 1.9399, 2.7189], [-1.5562, 0.8332, 0.2315], [1.2655, 0.5731, -3.3627], [1.5704, 0.0861, -4.5156], [-1.0571, 0.6073, -0.9668], [-0.0001, -1.6755, 3.1049], [1.4599, -2.2208, 3.1044], [1.5508, -1.2999, -4.9969], [0.2528, 0.0598, -0.9896], [0.6556, 0.6510, 2.8206], [-3.0202, 0.3657, 0.5536], [-1.1289, 2.4011, 2.3665], [2.4457, -1.0679, 2.9849], [-0.3025, -0.3775, 3.0605], [1.8878, 0.4876, 2.7463], [1.0496, -0.2900, -2.4152], [0.7424, -1.8989, -4.0378], [0.5225, -1.6081, -2.8636], [-1.2402, 2.1697, 0.6394], [-1.3334, 1.2923, -1.6536], [-3.4383, 0.6379, 1.5382], [-0.9181, 0.1421, 0.9637], [0.7652, 0.9234, -0.7999], [-1.7504, -0.4867, -1.2915], [0.0067, -2.2284, -2.0300], [-3.2158, -0.8712, 0.5849], [1.4987, -1.1310, -0.1361], [-3.6056, 0.7615, 0.0071], [-0.4056, 2.8219, 0.2760], [1.6539, 1.5393, -3.0642], [-0.9364, 3.3880, 2.4385], [-1.5434, -0.1955, 3.1679], [0.5988, -2.9633, -4.2819], [2.6320, 0.9763, 2.5854], [2.2349, 0.8896, -5.2556], [-2.1730, 2.8634, 0.4617], [3.4523, -1.1990, 2.8676], [-0.8450, -2.3906, 3.2855], [-1.8717, 1.7655, 2.9391], [1.7062, -1.5811, -5.9683]], "forces_ev_per_angstrom": [[1.28, -5.41, 0.52], [-4.01, 0.55, 0.69], [6.18, -1.05, 1.54], [-0.27, -2.14, 9.51], [1.79, 4.10, 3.21], [5.94, -0.68, -10.98], [-3.64, -9.81, -5.80], [2.08, -3.01, 0.85], [-1.10, 11.75, -1.05], [-2.69, 6.33, 4.91], [6.34, -0.49, -2.89], [-9.09, 2.30, 0.37], [6.58, -7.42, 7.72], [-1.73, -5.50, -3.70], [-7.50, 0.02, -0.47], [-3.46, 0.24, -0.16], [0.32, -12.18, 2.27], [-7.93, -4.99, 4.40], [2.38, -8.14, -9.60], [-0.61, 4.56, 11.56], [-3.44, 5.60, 4.44], [-0.29, 2.33, -2.42], [1.32, 0.33, 0.05], [-1.76, 1.71, -1.97], [2.52, 2.50, 1.56], [1.49, 2.97, 0.15], [0.97, 0.80, -1.97], [1.34, 3.42, -0.65], [2.19, -0.29, -0.13], [-7.27, 5.07, -8.16], [-0.19, -1.85, -0.35], [-0.63, 0.63, -0.37], [-1.16, 3.62, 0.68], [3.77, 0.00, -0.25], [-0.88, 0.16, -0.16], [7.97, 6.68, -1.85], [-2.26, -2.26, 1.88], [1.46, -1.44, -0.28], [2.46, -0.44, -0.03], [1.14, 0.45, -0.29], [-0.37, 1.81, -0.80], [0.72, -0.84, -1.97]]}

***

{"formula": "C17H21F5IO12", "method": "ωB97M-V/def2-TZVPD", "homo_lumo_gap_ev": 3.4, "max_force_ev_per_a": 0.48, "multiplicity": 1, "total_charge": -1, "elements": ["I", "F", "F", "F", "F", "F", "O", "O", "O", "O", "O", "O", "O", "O", "O", "O", "O", "O", "C", "C", "C", "C", "C", "C", "C", "C", "C", "C", "C", "C", "C", "C", "C", "C", "C", "H", "H", "H", "H", "H", "H", "H", "H", "H", "H", "H", "H", "H", "H", "H", "H", "H", "H", "H", "H", "H"], "xyz": [[-1.1276, 1.9073, 5.7754], [-3.2116, 3.5803, -3.8059], [1.5426, 1.1343, -2.1656], [-4.1663, 0.2687, 1.6871], [8.2334, -1.4822, -5.5082], [2.5386, -1.8875, 6.6877], [4.6076, 0.3279, -3.7256], [-2.0433, -0.0371, -1.5270], [0.4252, 3.4263, -5.7941], [-3.6291, -3.0983, 1.2569], [-2.8868, -1.4046, 2.4951], [-2.2495, -3.5183, 2.9902], [0.9135, 1.2414, -5.5508], [5.4410, 0.4984, -5.8106], [6.3492, -0.9490, -4.3864], [-3.1066, 1.8214, -0.8512], [0.7295, 2.5264, -3.7477], [-2.6948, 1.5303, -3.0157], [6.9052, -1.2587, -5.6457], [-4.3060, -1.9340, 0.7942], [-1.5506, -0.8503, 6.9637], [5.3865, -0.0013, -4.5526], [-2.8561, -2.7498, 2.3310], [-0.5448, 0.2631, 7.2079], [1.3442, 0.4366, -4.4451], [-3.5992, 2.6217, -2.9391], [0.8938, -0.1328, 6.8035], [-2.5641, 1.0033, -1.7650], [0.7635, 1.1914, -3.2636], [1.2129, -1.5797, 7.0985], [0.6673, 2.4934, -5.1035], [-1.7795, -1.4186, 5.5461], [6.6102, -0.0069, -6.4538], [-3.4329, -0.8165, 1.3359], [-3.4727, 3.0493, -1.4870], [-2.5449, -0.8496, 5.0220], [-2.5161, -0.5016, 7.3454], [-4.5930, 2.2730, -3.2267], [-0.8658, -1.3880, 4.9487], [-2.6638, 3.7728, -1.3773], [6.4392, -2.1705, -6.0241], [-4.3787, -1.9536, -0.2898], [-2.6316, -0.5127, 0.6642], [0.5626, -2.2767, 6.5710], [-1.2592, -1.6723, 7.6329], [-4.3886, 3.4278, -1.0459], [7.4278, 0.7068, -6.3390], [1.1803, -1.7908, 8.1711], [1.1541, 0.0418, 5.7504], [-5.2985, -1.8783, 1.2468], [2.4330, 0.4325, -4.3994], [1.5926, 0.4716, 7.3914], [6.4059, -0.1875, -7.5042], [-2.1022, -2.4638, 5.5871], [0.9547, -0.5712, -4.5516], [-0.2504, 0.8947, -3.0018]], "forces_ev_per_angstrom": [[0.00, 0.16, 0.01], [0.08, 0.04, 0.03], [0.07, 0.04, -0.02], [-0.05, 0.00, 0.01], [0.05, 0.07, 0.03], [-0.10, 0.07, 0.07], [0.04, -0.03, 0.00], [0.03, -0.03, -0.16], [0.02, 0.01, -0.01], [0.00, -0.03, 0.05], [0.26, -0.01, -0.04], [-0.03, -0.08, 0.03], [0.02, -0.01, -0.05], [-0.02, 0.03, 0.01], [-0.11, -0.12, -0.01], [-0.01, 0.00, 0.05], [-0.18, 0.02, 0.01], [-0.19, -0.12, 0.06], [-0.11, 0.03, 0.00], [-0.02, 0.03, -0.01], [-0.28, 0.19, -0.23], [0.10, 0.08, -0.03], [-0.14, 0.03, -0.16], [0.20, -0.30, 0.32], [0.01, -0.01, 0.03], [0.02, -0.03, 0.04], [-0.01, 0.17, -0.12], [0.06, 0.13, 0.02], [-0.02, 0.03, -0.17], [0.13, -0.05, 0.13], [0.09, 0.00, 0.03], [0.09, -0.18, 0.31], [0.05, 0.00, 0.03], [-0.06, -0.17, 0.06], [0.03, 0.01, -0.05], [0.09, 0.07, -0.06], [-0.06, -0.10, 0.02], [0.00, 0.07, -0.06], [-0.01, 0.04, -0.06], [-0.02, 0.03, -0.02], [0.10, -0.03, -0.02], [0.07, -0.04, -0.01], [-0.03, 0.16, 0.08], [0.06, 0.02, -0.04], [0.05, 0.06, 0.04], [-0.02, -0.06, 0.02], [0.03, -0.03, -0.04], [-0.09, -0.02, -0.03], [-0.08, -0.14, -0.08], [-0.02, 0.04, -0.03], [-0.03, -0.01, 0.10], [0.08, 0.08, -0.14], [-0.07, -0.02, 0.01], [-0.06, -0.01, -0.04], [-0.07, 0.02, -0.05], [0.07, -0.10, 0.14]]}